--- one ---
Molecular formula: C2H11NO4
Method: DFT, the ωB97M-V functional and the def2-TZVPD basis

Each line ends with the natural charge from an NBO analysis.
Atoms and positions in Å:
C (-0.818, 1.901, 1.071)  -0.715
C (0.027, 1.152, 0.102)  0.679
N (1.230, 0.682, 0.606)  -0.840
O (-0.119, 1.114, -1.104)  -0.619
H (-1.184, 2.862, 0.707)  0.258
H (-0.279, 2.022, 2.005)  0.229
H (-1.803, 1.464, 1.250)  0.215
H (1.505, 0.257, 1.470)  0.397
H (1.863, 0.418, -0.142)  0.397
O (1.732, -2.418, -0.378)  -0.931
H (2.601, -2.416, -0.818)  0.467
H (1.971, -2.679, 0.517)  0.466
O (-0.161, -0.882, -3.395)  -0.961
H (0.538, -1.494, -3.227)  0.463
H (0.033, -0.035, -2.937)  0.496
O (-2.115, -0.573, 3.006)  -0.936
H (-2.205, 0.209, 2.461)  0.463
H (-1.753, -1.262, 2.396)  0.472

Summary:
HOMO ... -10.2 eV
Structure (SMILES) ... CC(N)=O.O.O.O
Multiplicity ... 1

---

--- two ---
Molecular formula: C2H11NO4
Method: DFT, the ωB97M-V functional and the def2-TZVPD basis

Each line ends with the natural charge from an NBO analysis.
Atoms and positions in Å:
C (-0.567, -1.567, 2.415)  -0.416
N (-0.492, -0.566, 1.351)  -0.701
C (-0.605, 0.758, 1.779)  0.569
O (0.333, 1.518, 1.787)  -0.580
H (-0.941, -2.493, 1.959)  0.208
H (0.400, -1.682, 2.909)  0.193
H (-1.386, -1.309, 3.093)  0.199
H (-0.055, -0.946, 0.529)  0.414
H (-1.606, 1.001, 2.132)  0.124
O (0.201, 0.776, -2.271)  -0.986
H (0.926, 1.182, -1.776)  0.497
H (-0.172, 1.522, -2.753)  0.467
O (1.726, 2.330, -0.705)  -0.962
H (1.363, 1.894, 0.077)  0.497
H (2.602, 2.528, -0.381)  0.479
O (-0.417, -2.029, -3.441)  -0.943
H (-0.042, -1.157, -3.619)  0.482
H (-1.267, -1.759, -3.084)  0.461

Summary:
HOMO ... -9.7 eV
Structure (SMILES) ... CNC=O.O.O.O
Multiplicity ... 1

---

Stability, descending: one, two